1.
Molecular formula: C5H16NO
Method: DFT, ωB97M-V/def2-TZVPD

CARTESIAN COORDINATES (ANGSTROEM)
C  0.719  1.376  -1.420
C  0.855  -0.041  -1.014
C  -0.465  -0.842  -1.155
C  -1.210  -1.287  0.100
C  -0.499  -2.512  0.700
N  -0.296  2.471  1.106
H  0.482  1.381  -2.491
H  -0.089  1.924  -0.878
H  1.623  1.986  -1.300
H  1.665  -0.546  -1.539
H  -0.325  -1.624  -1.907
H  -1.120  -0.100  -1.647
H  -2.254  -1.502  -0.121
H  -1.160  -0.509  0.857
H  -0.648  -3.333  -0.012
H  -0.962  -2.865  1.617
H  0.573  -2.364  0.781
H  -1.078  2.815  1.671
H  1.204  -0.085  0.115
H  0.461  3.151  1.131
H  0.092  1.532  1.394
H  1.467  0.653  2.394
O  0.965  0.322  1.618

The value obtained for the energy above the lowest of the compared OMol25 structures with the same formula, charge and spin is 186.30 kcal per mole. The total charge is +1. The highest occupied orbital energy comes out at -14.89 eV. Its spin multiplicity is 1. As for the total energy: -8968.436 eV. The LUMO energy comes out at -9.60 eV. Its molar mass is 106.189 g mol⁻¹. Its frontier orbital gap is 5.3 eV.

2.
Molecular formula: C5H16NO
Method: DFT, ωB97M-V/def2-TZVPD

CARTESIAN COORDINATES (ANGSTROEM)
C  -0.798  -1.666  1.393
C  0.535  -1.246  0.886
C  0.621  -0.450  -0.515
C  0.635  1.154  -0.257
C  -0.425  -0.793  -1.500
N  1.645  -2.345  1.108
H  -0.810  -2.640  1.503
H  -1.111  -1.056  2.293
H  -1.558  -1.534  0.551
H  0.802  -0.418  1.553
H  1.558  -0.792  -0.998
H  0.432  1.471  -1.235
H  -0.083  1.602  0.480
H  1.638  1.350  0.169
H  -1.451  -0.411  -1.377
H  -0.171  -0.797  -2.557
H  -0.548  -1.927  -1.441
H  1.267  -3.203  0.725
H  2.653  -1.957  1.046
H  1.518  -2.556  2.038
H  -2.357  6.280  -0.588
H  -2.103  6.172  -2.069
O  -1.889  5.761  -1.208

The value obtained for the energy above the lowest of the compared OMol25 structures with the same formula, charge and spin is 66.13 kcal per mole. The total charge is +1. The highest occupied orbital energy comes out at -13.36 eV. Its spin multiplicity is 1. As for the total energy: -8973.647 eV. The LUMO energy comes out at -3.69 eV. Its molar mass is 106.189 g mol⁻¹. Its frontier orbital gap is 9.7 eV.

3.
Molecular formula: C5H16NO
Method: DFT, ωB97M-V/def2-TZVPD

CARTESIAN COORDINATES (ANGSTROEM)
C  0.779  0.725  1.073
C  0.452  -0.706  0.589
C  0.472  -0.809  -0.921
C  1.958  -0.782  -1.374
C  -0.508  0.028  -1.754
N  -0.924  -0.939  1.157
H  1.848  0.872  1.238
H  0.430  1.499  0.377
H  0.139  0.883  1.938
H  1.062  -1.411  1.164
H  0.199  -1.857  -1.100
H  2.120  -0.775  -2.441
H  2.314  0.200  -1.068
H  2.510  -1.586  -0.888
H  -0.115  0.678  -2.543
H  -1.193  -0.670  -2.239
H  -1.049  0.736  -1.104
H  -1.570  -0.175  0.920
H  -1.407  -1.755  0.758
H  -0.979  -1.147  2.152
H  -1.789  2.862  1.777
H  -2.794  2.128  0.920
O  -1.955  2.001  1.368

The value obtained for the energy above the lowest of the compared OMol25 structures with the same formula, charge and spin is 19.42 kcal per mole. The total charge is +1. The highest occupied orbital energy comes out at -14.91 eV. Its spin multiplicity is 1. As for the total energy: -8975.673 eV. The LUMO energy comes out at -3.28 eV. Its molar mass is 106.189 g mol⁻¹. Its frontier orbital gap is 11.6 eV.

4.
Molecular formula: C5H16NO
Method: DFT, ωB97M-V/def2-TZVPD

CARTESIAN COORDINATES (ANGSTROEM)
C  -1.176  0.484  -0.737
C  0.145  -0.273  -0.781
C  0.336  -1.317  0.340
C  -0.563  -2.513  0.034
C  -0.083  -0.727  1.694
N  1.266  0.747  -0.736
H  -2.030  -0.154  -0.516
H  -1.186  1.312  -0.038
H  -1.377  0.852  -1.741
H  0.181  -0.782  -1.745
H  1.378  -1.641  0.359
H  -0.467  -3.198  0.875
H  -1.564  -2.184  -0.211
H  -0.151  -3.224  -0.684
H  0.011  -1.520  2.430
H  0.546  0.095  2.037
H  -1.162  -0.553  1.684
H  0.934  1.712  -0.569
H  1.902  0.510  0.024
H  1.817  0.857  -1.588
H  0.392  3.843  -0.827
H  0.475  4.221  0.637
O  0.376  3.451  0.058

The value obtained for the energy above the lowest of the compared OMol25 structures with the same formula, charge and spin is 11.88 kcal per mole. The total charge is +1. The highest occupied orbital energy comes out at -15.22 eV. Its spin multiplicity is 1. As for the total energy: -8976.000 eV. The LUMO energy comes out at -3.26 eV. Its molar mass is 106.189 g mol⁻¹. Its frontier orbital gap is 12.0 eV.

5.
Molecular formula: C5H16NO
Method: DFT, ωB97M-V/def2-TZVPD

CARTESIAN COORDINATES (ANGSTROEM)
C  -1.420  -1.190  -0.545
C  -1.084  0.340  -1.091
C  -0.102  0.976  -0.128
C  1.355  0.579  -0.217
C  1.962  0.983  -1.580
N  -1.705  -1.086  0.873
H  -0.622  -1.896  -0.696
H  -2.326  -1.548  -1.013
H  -0.460  0.449  -1.975
H  -2.125  0.760  -1.244
H  -0.031  2.036  -0.455
H  -0.443  1.287  0.963
H  1.834  1.238  0.460
H  1.624  -0.410  0.054
H  1.685  0.372  -2.421
H  3.142  0.748  -1.622
H  1.924  2.038  -1.690
H  -1.989  -2.058  1.202
H  -0.839  -0.744  1.404
H  -2.571  -0.512  1.128
H  1.337  -1.178  2.450
H  0.443  -0.310  3.435
O  0.410  -0.875  2.706

The value obtained for the energy above the lowest of the compared OMol25 structures with the same formula, charge and spin is 42.62 kcal per mole. The total charge is +1. The highest occupied orbital energy comes out at -14.73 eV. Its spin multiplicity is 1. As for the total energy: -8974.667 eV. The LUMO energy comes out at -3.26 eV. Its molar mass is 106.189 g mol⁻¹. Its frontier orbital gap is 11.5 eV.

6.
Molecular formula: C5H16NO
Method: DFT, ωB97M-V/def2-TZVPD

CARTESIAN COORDINATES (ANGSTROEM)
C  -0.512  -1.934  -0.990
C  -0.160  -0.841  -0.008
C  1.269  -0.354  -0.038
C  1.525  0.798  1.026
C  0.406  1.877  0.962
N  -0.357  -1.379  1.438
H  -1.559  -2.129  -1.134
H  -0.061  -1.737  -1.999
H  0.055  -2.837  -0.650
H  -0.926  -0.059  -0.121
H  1.579  -0.031  -1.032
H  2.050  -1.169  -0.022
H  2.485  1.341  0.893
H  1.458  0.259  1.987
H  0.364  2.726  1.644
H  -0.519  1.325  1.244
H  0.351  2.253  -0.072
H  -1.138  -2.029  1.582
H  0.523  -1.770  1.772
H  -0.671  -0.559  1.979
H  -1.118  1.597  -2.915
H  -2.439  2.118  -2.273
O  -1.615  1.632  -2.081

The value obtained for the energy above the lowest of the compared OMol25 structures with the same formula, charge and spin is 31.51 kcal per mole. The total charge is +2. The highest occupied orbital energy (alpha / beta) comes out at -20.62 / -18.80 eV. Its spin multiplicity is 2. As for the total energy: -8960.421 eV. The LUMO energy (alpha / beta) comes out at -6.96 / -14.93 eV. Its molar mass is 106.189 g mol⁻¹. Its frontier orbital gap (alpha / beta) is 13.7 / 3.9 eV.

7.
Molecular formula: C5H16NO2
Method: DFT, ωB97M-V/def2-TZVPD

CARTESIAN COORDINATES (ANGSTROEM)
C  2.007  -0.269  -1.132
C  1.379  1.102  -1.381
C  -0.018  1.357  -0.880
C  -0.195  1.255  0.573
C  0.588  1.509  1.720
N  -1.485  0.466  0.800
H  3.089  -0.305  -0.886
H  1.490  -0.868  -0.454
H  1.946  -0.852  -2.002
H  2.045  1.891  -0.983
H  1.483  1.384  -2.504
H  -0.712  0.813  -1.643
H  -0.394  2.264  -1.186
H  0.521  1.232  2.780
H  1.381  2.295  1.513
H  -2.250  0.527  0.001
H  -1.142  -0.511  0.775
H  -1.899  0.781  1.699
H  -2.204  -2.751  1.927
H  -0.720  -2.480  2.318
O  -1.420  -2.131  1.821
H  -1.139  -2.221  -1.745
H  -0.957  -2.539  -0.269
O  -1.394  -1.949  -0.863

The value obtained for the energy above the lowest of the compared OMol25 structures with the same formula, charge and spin is 58.42 kcal per mole. The total charge is +1. The highest occupied orbital energy comes out at -13.71 eV. Its spin multiplicity is 1. As for the total energy: -11021.347 eV. The LUMO energy comes out at -3.05 eV. Its molar mass is 122.188 g mol⁻¹. Its frontier orbital gap is 10.7 eV.

8.
Molecular formula: C5H16NO2
Method: DFT, ωB97M-V/def2-TZVPD

CARTESIAN COORDINATES (ANGSTROEM)
C  2.672  -0.840  1.853
C  2.359  -0.776  0.355
C  1.082  -1.687  0.085
C  0.025  -0.935  -0.573
C  -0.690  -1.128  -1.685
N  -0.539  0.308  0.160
H  1.927  -1.370  2.482
H  3.551  -1.384  2.249
H  2.797  0.154  2.303
H  2.162  0.255  0.119
H  3.170  -1.192  -0.226
H  0.710  -2.137  0.981
H  1.377  -2.392  -0.717
H  -1.660  -0.796  -1.949
H  -0.269  -1.824  -2.364
H  -0.371  1.084  -0.464
H  -1.526  0.114  0.403
H  0.023  0.508  1.042
H  -3.953  1.111  -0.939
H  -3.497  0.304  -2.121
O  -3.112  0.838  -1.393
H  -1.436  4.175  -0.367
H  -2.592  3.895  0.813
O  -2.210  3.715  -0.046

The value obtained for the energy above the lowest of the compared OMol25 structures with the same formula, charge and spin is 52.17 kcal per mole. The total charge is +1. The highest occupied orbital energy comes out at -14.06 eV. Its spin multiplicity is 1. As for the total energy: -11021.618 eV. The LUMO energy comes out at -3.13 eV. Its molar mass is 122.188 g mol⁻¹. Its frontier orbital gap is 10.9 eV.